{
  "formula": "C7H8N2O5Ti",
  "method": "ωB97M-V/def2-TZVPD",
  "species": ["Ti", "C", "O", "C", "O", "C", "O", "C", "O", "C", "H", "H", "C", "H", "H", "N", "C", "N", "O", "H", "H", "H", "H"],
  "xyz": [[0.0002, -0.1507, -0.1608], [-0.0020, 1.1520, 1.7652], [-0.0025, 1.9880, 2.5576], [-0.0039, 1.8064, -0.9441], [-0.0063, 2.9027, -1.3809], [-2.0579, -0.0465, -0.0405], [-3.2307, -0.0043, -0.0015], [2.0580, -0.0379, -0.0406], [3.2305, 0.0092, -0.0017], [0.0035, -1.7348, -1.6167], [0.9501, -2.2789, -1.4512], [-0.9409, -2.2827, -1.4515], [0.0010, -0.4776, -2.3008], [-0.9383, -0.0644, -2.7030], [0.9386, -0.0603, -2.7027], [1.1606, -0.1553, 4.0147], [-0.0001, -0.2970, 3.4232], [-1.1604, -0.1542, 4.0154], [0.0001, -0.3805, 2.1042], [1.2202, -0.2243, 5.0135], [2.0168, -0.1287, 3.4550], [-2.0170, -0.1242, 3.4568], [-1.2192, -0.2221, 5.0144]],
  "atomic_forces_ev_per_a": [[0.0016, 1.0562, 3.0666], [0.0023, 1.7565, -3.1945], [-0.0003, -0.4568, -0.2566], [-0.0171, 7.8981, -3.3768], [0.0149, -6.8709, 2.8354], [-10.5381, 0.6017, 0.3449], [7.2822, -0.2592, -0.2115], [10.5168, 0.6453, 0.3447], [-7.2656, -0.2891, -0.2109], [-0.0013, 1.4365, -2.2691], [-0.3360, 0.0962, -0.0040], [0.3354, 0.0976, -0.0033], [0.0035, -3.0092, -0.2498], [0.3318, -0.0951, 0.0882], [-0.3308, -0.0959, 0.0889], [0.0652, -0.6506, -0.6789], [-0.0020, -0.6226, 1.9680], [-0.0595, -0.6492, -0.6796], [-0.0053, -0.5339, 0.0501], [0.3381, 0.2567, 0.5425], [-0.3721, -0.2829, 0.6351], [0.3719, -0.2857, 0.6310], [-0.3357, 0.2565, 0.5396]],
  "lowdin_spin": [0.68, 0.04, 0.01, 0.00, 0.01, 0.00, 0.00, 0.00, 0.00, 0.15, 0.01, 0.01, 0.03, 0.00, 0.00, 0.00, 0.01, 0.00, 0.04, 0.00, 0.00, 0.00, 0.00],
  "energy_ha": -1605.406086,
  "homo_ha": [-0.805, -0.813],
  "fmax_ev_per_a": 10.56,
  "s2": 0.76,
  "total_charge": 3,
  "lumo_energy_ev": [-15.70, -15.50],
  "multiplicity": 2,
  "gap_ev": [6.2, 6.6]
}



{
  "formula": "C7H8N2OS",
  "method": "ωB97M-V/def2-TZVPD",
  "species": ["C", "C", "C", "C", "C", "C", "C", "N", "N", "O", "S", "H", "H", "H", "H", "H", "H", "H", "H"],
  "xyz": [[3.3484, -1.6536, 0.0287], [2.3493, 0.5169, 0.1569], [1.5525, -0.5517, -0.2118], [1.1221, 1.3828, -0.1764], [-2.3649, -0.0841, -1.1130], [-1.6621, 0.7060, 1.2031], [-1.5318, -0.2718, 0.0905], [2.0858, -1.7711, -0.2574], [0.4515, 0.2448, -0.5949], [0.8605, 2.5413, -0.1401], [3.9575, -0.0408, 0.3363], [4.0122, -2.4932, 0.0781], [-2.3850, 0.9628, -1.4094], [-2.0132, -0.6939, -1.9388], [-3.3875, -0.3928, -0.8746], [-1.5430, 1.7257, 0.8376], [-0.9312, 0.5275, 1.9879], [-2.6626, 0.6303, 1.6415], [-1.2586, -1.2852, 0.3557]],
  "atomic_forces_ev_per_a": [[0.6937, 0.5704, 0.1115], [0.1926, -0.9049, 0.2313], [1.3685, 1.9299, 0.8673], [1.0812, 0.5296, 0.2443], [0.0587, -0.0057, -0.1790], [-0.0925, 0.0139, 0.1102], [2.9243, 1.1960, -0.5061], [-0.7045, -0.6972, -0.3624], [-4.5801, -1.9015, -0.4650], [-0.4197, 0.1046, 0.0360], [-0.6363, -0.3790, -0.1278], [0.2330, -0.2334, 0.0638], [-0.0092, 0.0020, -0.0252], [0.0164, -0.0240, -0.0774], [-0.0574, -0.0162, 0.0422], [-0.0196, -0.0208, -0.0304], [0.0097, -0.0333, 0.0432], [-0.0483, -0.0633, 0.0296], [-0.0107, -0.0673, -0.0062]],
  "lowdin_charge": [-0.45, -0.39, -0.41, -0.47, -0.09, -0.09, -0.14, 0.07, 0.13, 0.12, 1.03, 0.06, 0.09, 0.08, 0.09, 0.08, 0.09, 0.09, 0.11],
  "energy_ha": -854.339269,
  "homo_ha": -0.286,
  "fmax_ev_per_a": 4.98,
  "lumo_energy_ev": 0.01,
  "gap_ev": 7.8
}



{
  "formula": "C7H8N2OS",
  "method": "ωB97M-V/def2-TZVPD",
  "species": ["C", "C", "C", "C", "C", "C", "C", "N", "N", "O", "S", "H", "H", "H", "H", "H", "H", "H", "H"],
  "xyz": [[-0.0910, 0.1200, 3.1739], [-1.3759, -0.1660, 2.7234], [0.9849, 0.0566, 2.2936], [-1.5389, -0.6416, 1.4281], [0.8336, -0.4443, 0.9085], [-0.5193, -0.6530, 0.4803], [0.2403, 0.9465, -3.9643], [1.8233, -0.9336, 0.1242], [-0.6598, 0.2362, -1.9612], [-0.6965, 0.0841, -3.3460], [-0.9514, -1.0997, -1.1948], [0.3020, 0.3807, 4.1493], [-2.1129, -0.1511, 3.5256], [2.0124, 0.2582, 2.4745], [-2.4749, -0.8024, 1.0236], [1.1898, 0.5635, -3.6675], [0.2712, 2.0395, -3.4421], [0.0148, 0.8060, -5.0048], [2.7485, -0.5995, 0.2758]],
  "atomic_forces_ev_per_a": [[3.2228, 0.3891, -1.4543], [-0.0853, -0.8865, 0.9551], [-1.4392, -0.7404, -2.1865], [0.7256, 1.6480, 0.3058], [1.8925, -1.2211, -0.4101], [-0.3029, 0.0636, 0.3600], [0.2847, 2.3047, 2.3026], [-2.5230, 1.0426, -0.2756], [1.0143, 1.0151, -1.5040], [-1.2564, -0.5554, 2.0738], [0.5157, -0.9914, 1.1625], [-1.1721, 0.1250, 0.4648], [-0.4884, -0.1241, -0.7982], [0.5867, 0.1738, 0.9615], [-2.1690, -0.5482, -0.2744], [1.0471, -0.3731, -0.3984], [-0.7289, -2.3020, -1.7641], [0.1597, 0.6912, -0.4433], [0.7162, 0.2891, 0.9227]],
  "lowdin_charge": [-0.10, -0.11, -0.02, -0.13, -0.40, -0.44, -0.08, 0.06, -0.28, -0.26, 1.12, 0.10, 0.10, 0.09, 0.07, 0.07, 0.15, 0.09, 0.00],
  "energy_ha": -854.230173,
  "homo_ha": [-0.261, -0.231],
  "fmax_ev_per_a": 3.56,
  "lumo_energy_ev": [-1.82, -2.63],
  "gap_ev": [5.3, 3.7]
}



{
  "formula": "C7H8N3O",
  "method": "ωB97M-V/def2-TZVPD",
  "species": ["C", "C", "C", "C", "C", "C", "C", "N", "N", "N", "O", "H", "H", "H", "H", "H", "H", "H", "H"],
  "xyz": [[-3.2634, -0.5813, -0.0952], [-1.9309, 1.2493, 0.2511], [-2.1544, -1.4374, -0.0447], [1.6127, 0.2013, 0.1057], [-0.7755, 0.3941, 0.3184], [1.7949, -1.0796, 0.2835], [2.8220, 1.0329, -0.1527], [-3.1586, 0.7179, 0.0128], [0.4509, 0.9082, 0.4159], [-0.9316, -0.9321, 0.2219], [1.9183, -2.3183, 0.0993], [-4.2900, -0.9121, -0.4589], [-1.8395, 2.3744, 0.2355], [-2.0079, -2.5398, -0.2918], [3.3451, 0.8404, -1.0713], [2.5083, 1.9872, -0.3822], [3.5920, 0.8439, 0.6447], [0.5972, 1.9456, 0.6233], [1.7102, -2.6947, -0.7154]],
  "atomic_forces_ev_per_a": [[-1.4684, -1.9312, -1.5654], [-0.1513, -0.3761, -0.6173], [1.5822, -0.6538, -0.0238], [-0.8254, 1.0040, 0.5603], [-4.6801, -0.5327, -0.0015], [-1.4435, -2.2692, -0.6227], [2.0935, -2.0113, 0.7078], [2.1651, 1.8007, 0.8725], [3.5947, 2.1009, 0.1116], [0.5739, 0.9125, -0.3473], [1.3309, 2.3394, 3.5414], [1.5139, 0.0044, 0.8653], [-0.1464, -1.4011, 0.2072], [-1.3905, 1.5154, 0.5165], [0.0859, -0.9978, -0.6237], [-0.5523, 2.5017, 0.5630], [-0.9023, 1.0084, -0.5863], [-0.4421, -2.1957, -0.5066], [-0.9379, -0.8186, -3.0511]],
  "lowdin_charge": [-0.14, -0.02, -0.07, -0.23, -0.32, 0.10, 0.03, 0.08, 0.11, 0.12, 0.28, 0.14, 0.13, 0.14, 0.10, 0.07, 0.14, 0.21, 0.14],
  "energy_ha": -510.660774,
  "homo_ha": -0.466,
  "fmax_ev_per_a": 4.71,
  "total_charge": 1,
  "lumo_energy_ev": -5.15,
  "gap_ev": 7.5
}



{
  "formula": "C7H8N3O2S",
  "method": "ωB97M-V/def2-TZVPD",
  "species": ["C", "C", "C", "C", "C", "C", "C", "N", "N", "N", "O", "O", "S", "H", "H", "H", "H", "H", "H", "H", "H"],
  "xyz": [[-0.6657, -2.0409, -0.8900], [0.3079, 2.8702, -0.9937], [0.7904, 1.7101, -1.6122], [-0.6141, 2.6754, 0.0063], [0.4565, 0.4266, -1.2069], [-1.0234, 1.4240, 0.2446], [-1.0152, -0.9231, -0.0748], [-0.4773, -2.9774, -1.5220], [-0.5764, 0.3249, -0.3774], [0.6177, -2.8064, 1.7890], [1.8471, -1.2392, 0.4747], [0.6653, -0.2999, 2.4320], [0.7718, -1.2757, 1.3682], [0.5423, 3.9375, -1.1515], [1.6132, 1.8073, -2.1666], [-0.8577, 3.4861, 0.7310], [0.8152, -0.4890, -1.6901], [-1.9324, 1.2077, 0.7191], [-1.9517, -1.1932, 0.5482], [0.7180, -3.3855, 0.8775], [-0.0317, -3.2395, 2.4945]],
  "atomic_forces_ev_per_a": [[-0.7958, 0.7950, -0.5360], [-0.2422, 0.1119, 0.2328], [-1.0395, 0.2141, 2.3587], [0.7597, 1.7387, 1.2340], [0.1149, 1.2405, -2.0918], [-1.9281, -1.4178, 0.1074], [0.0547, -4.1398, 4.1990], [0.3528, -0.5497, -0.1541], [0.4549, 1.8139, -1.1273], [-0.5835, -2.4527, -1.0544], [1.4248, 0.3393, -1.7451], [-0.4740, -1.3415, -1.0812], [-2.5802, 0.8660, 2.0380], [0.5791, -1.0133, -0.6279], [2.8339, 0.2437, -2.7710], [-0.4146, -0.6910, -1.0349], [0.1340, 0.6258, 0.3556], [-0.8409, 0.0194, 1.5443], [1.4901, 1.4245, -1.0989], [-0.0983, 0.9253, 2.1874], [0.7982, 1.2477, -0.9347]],
  "lowdin_charge": [-0.27, 0.03, 0.04, -0.01, 0.00, -0.01, -0.15, 0.23, -0.10, -0.08, -0.24, -0.25, 0.65, 0.15, 0.09, 0.16, 0.15, 0.14, 0.19, 0.13, 0.14],
  "energy_ha": -984.098860,
  "homo_ha": -0.503,
  "fmax_ev_per_a": 5.90,
  "total_charge": 1,
  "lumo_energy_ev": -5.25,
  "gap_ev": 8.4
}



{
  "formula": "C7H8N3P",
  "method": "ωB97M-V/def2-TZVPD",
  "species": ["C", "C", "C", "C", "C", "C", "C", "N", "N", "N", "P", "H", "H", "H", "H", "H", "H", "H", "H"],
  "xyz": [[3.3057, 0.4904, 0.7217], [3.3125, 0.1336, -0.7673], [2.1414, 0.0280, 1.2377], [2.1389, -0.4231, -1.0505], [-2.8998, 0.0456, -0.0765], [1.2594, -0.6980, 0.0925], [-4.2869, 0.4760, 0.0191], [-2.1707, -0.9346, 0.1056], [-0.9352, -1.2478, 0.1370], [-0.0925, -0.1685, -0.0210], [-0.4441, 1.4048, -0.1639], [3.8546, 1.1803, 1.3239], [3.9806, 0.2573, -1.6046], [1.6765, 0.3008, 2.1258], [1.8998, -0.6157, -2.1208], [1.0612, -1.7332, 0.0871], [-4.6658, 0.8040, 0.9561], [-4.7380, -0.5023, -0.1564], [-4.3976, 1.2024, -0.8456]],
  "atomic_forces_ev_per_a": [[-2.1425, -0.9725, -0.6059], [-0.5617, 0.0657, 1.1466], [-0.0110, -1.0354, -3.0939], [0.2996, 0.1939, -2.5864], [3.8083, -0.0908, 0.8900], [1.7389, 2.2851, 0.9597], [0.5171, -0.1034, -2.3117], [-1.3410, 0.8774, -0.1494], [-0.8000, -1.0115, -0.0929], [0.0608, 1.1624, 0.4555], [-1.7608, -0.3921, -0.1612], [0.9525, 0.1517, -0.2165], [0.6977, 0.4914, 0.5657], [-0.4345, 0.1804, 1.6681], [-0.1240, -0.3071, 1.0664], [0.3964, -1.5472, 0.8895], [0.1552, 0.7077, 0.8026], [-0.7932, 0.2211, -0.4778], [-0.6578, -0.8767, 1.2516]],
  "lowdin_charge": [-0.05, -0.06, -0.04, -0.14, -0.20, -0.34, -0.09, -0.07, -0.06, -0.55, 0.86, 0.09, 0.09, 0.07, 0.12, 0.12, 0.06, 0.09, 0.10],
  "energy_ha": -776.912702,
  "homo_ha": [-0.280, -0.280],
  "fmax_ev_per_a": 3.91,
  "lumo_energy_ev": [-0.20, -0.20],
  "gap_ev": [7.4, 7.4]
}